Entry 1:
# CH5NOP2

2 unconnected molecules or ions with the total composition CH5NOP2 (the ωB97M-V functional and the def2-TZVPD basis, the Open Molecules 2025 dataset).

Structure (XYZ):
```
10
Properties=species:S:1:pos:R:3:forces:R:3
C -0.834 -0.751 0.004 0.17 -0.41 2.52
N -1.310 -1.517 -0.935 -0.04 -1.34 -1.78
O -1.256 -0.298 1.047 -0.20 -0.35 -1.63
P 1.342 1.649 1.144 1.89 1.93 0.65
P 1.436 0.604 -0.733 1.80 -0.27 -0.11
H -2.247 -1.800 -1.068 -1.62 0.11 0.59
H -0.759 -2.096 -1.568 0.63 1.01 0.49
H 1.273 3.105 0.811 -0.11 -1.43 -0.13
H 0.027 1.487 1.353 -1.63 0.10 0.25
H 2.329 -0.384 -0.054 -0.89 0.63 -0.85
```
Forces are in eV/Å.

Calculated values
LUMO (alpha / beta) in eV: 0.73 / -1.91
Spin multiplicity: 3
⟨S²⟩: 2.006
Net charge: 0

Entry 2:
# CH5NOS2

CH5NOS2 in the gas phase (the ωB97M-V functional and the def2-TZVPD basis, the Open Molecules 2025 dataset).

Structure (XYZ):
```
10
Properties=species:S:1:pos:R:3:forces:R:3
C -0.079 0.568 -0.923 1.08 0.53 0.58
N -1.358 -1.534 -0.854 -0.28 -0.05 1.30
O 1.676 -1.572 1.547 -0.06 0.25 0.00
S -1.196 -0.149 0.380 0.57 -2.39 -3.63
S 0.210 -1.836 1.504 0.35 0.06 0.44
H 0.838 1.010 -0.387 -1.44 -0.27 -1.22
H -0.677 1.208 -1.604 0.46 0.32 0.96
H 0.157 -0.279 -1.607 0.32 0.55 1.15
H -0.699 -2.269 -0.434 -1.63 0.83 -0.69
H -2.277 -1.799 -1.251 0.64 0.18 1.11
```
Forces are in eV/Å.

Calculated values
LUMO (alpha / beta) in eV: -0.56 / -0.56
Net charge: 0

Entry 3:
# CH5NOSi

CH5NOSi in the gas phase (the ωB97M-V functional and the def2-TZVPD basis, the Open Molecules 2025 dataset).

Structure (XYZ):
```
9
Properties=species:S:1:pos:R:3:forces:R:3
H -3.163 0.200 0.150 0.21 0.14 -0.06
N -2.322 -0.371 0.169 -0.03 -0.21 0.04
C -1.276 0.221 -0.083 3.78 -2.08 0.02
O 0.055 -0.636 -0.101 -5.03 1.76 -0.06
Si 1.609 -0.227 0.031 0.28 0.12 0.05
H -1.005 1.241 -0.329 -0.19 0.13 -0.02
H 1.961 -0.048 1.441 0.27 0.02 0.24
H 1.921 1.013 -0.690 0.12 0.25 -0.15
H 2.219 -1.394 -0.589 0.60 -0.14 -0.05
```
Forces are in eV/Å.

Calculated values
LUMO in eV: 0.90
SMILES: [H]/N=C/O[SiH3]
Net charge: 0

Short version: ΔE to the lowest compared entry with this formula, charge and spin = 0.027 3.868 0.054 eV, in the order given.